Entry 1:
3 unconnected molecules or ions with the total composition C3H11NO2, computed with ωB97M-V with the def2-TZVPD basis set.

ORCA input file:
```
! wB97M-V def2-TZVPD RIJCOSX def2/J DEFGRID3
* xyz 0 1
N 1.12 -0.16 1.42
C 0.77 1.05 0.59
C -1.57 1.44 0.21
C -0.44 0.91 -0.27
H 1.40 -0.88 0.75
H 0.27 -0.61 1.76
H 1.68 1.18 0.01
H 0.65 1.85 1.30
H -2.57 1.24 -0.24
H -1.63 2.06 1.10
H -0.41 0.41 -1.23
H 3.76 0.03 4.06
H 2.62 0.45 3.20
O 2.78 0.07 4.09
H -2.41 -2.62 -6.39
H -2.61 -1.92 -5.08
O -2.97 -2.65 -5.60
*
```

## Properties
- SMILES: C=CCN.O.O

Here are the natural (NBO) charges for atoms 1 to 5, given in e: N -0.820; C -0.263; C -0.378; C -0.215; H 0.343

Entry 2:
3 unconnected molecules or ions with the total composition C3H11NO2, computed with ωB97M-V with the def2-TZVPD basis set.

ORCA input file:
```
! wB97M-V def2-TZVPD RIJCOSX def2/J DEFGRID3
* xyz 0 1
C -0.61 -1.77 -0.15
C -1.14 -0.35 0.24
C -0.99 0.54 -0.75
N -1.04 1.90 -0.43
H -0.73 -2.38 0.77
H -1.29 -2.30 -0.82
H 0.42 -1.77 -0.47
H -1.14 -0.18 1.28
H -0.98 0.12 -1.75
H -0.49 2.27 0.33
H -0.82 2.52 -1.23
H 0.54 0.26 2.04
H 0.94 -1.06 2.56
O 0.88 -0.58 1.72
H 2.02 0.22 -0.75
H 1.92 1.58 -1.53
O 2.51 0.98 -1.06
*
```

## Properties
- SMILES: C/C=C/N.O.O

Here are the natural (NBO) charges for atoms 1 to 5, given in e: C -0.636; C -0.242; C -0.045; N -0.828; H 0.205

Entry 3:
2 unconnected molecules or ions with the total composition C3H11NO2, computed with ωB97M-V with the def2-TZVPD basis set.

ORCA input file:
```
! wB97M-V def2-TZVPD RIJCOSX def2/J DEFGRID3
* xyz 0 1
C 0.60 0.01 2.51
N -0.39 0.58 1.55
C 0.02 0.59 0.14
C 0.26 2.09 -0.41
O 1.59 2.65 -0.40
H 0.66 -1.11 2.44
H 1.59 0.41 2.31
H 0.28 0.08 3.56
H -1.29 0.13 1.66
H -0.67 0.27 -0.68
H 0.97 0.03 -0.05
H -0.43 2.71 0.22
H -0.23 2.03 -1.37
H 2.01 2.19 0.34
H -0.90 -4.03 -3.86
H -2.26 -4.51 -4.37
O -1.82 -4.12 -3.60
*
```

## Properties
- SMILES: CNCCO.O

Here are the natural (NBO) charges for atoms 1 to 5, given in e: C -0.412; N -0.645; C -0.265; C -0.077; O -0.709

Entry 4:
2 unconnected molecules or ions with the total composition C3H11NO2, computed with ωB97M-V with the def2-TZVPD basis set.

ORCA input file:
```
! wB97M-V def2-TZVPD RIJCOSX def2/J DEFGRID3
* xyz 0 1
C -0.29 0.87 0.02
O -0.56 -0.33 0.76
C 0.39 0.46 -1.36
C 0.76 1.86 -2.02
N -0.56 -0.42 -2.02
H 0.22 1.55 0.71
H -1.32 1.34 -0.13
H -1.27 -0.13 1.37
H 1.32 -0.19 -1.23
H 1.05 1.96 -3.08
H -0.18 2.47 -1.92
H 1.33 2.42 -1.33
H 0.02 -0.71 -2.81
H -0.48 -1.30 -1.66
H 1.15 -2.20 3.61
H 0.12 -1.39 4.42
O 0.15 -2.18 3.78
*
```

## Properties
- SMILES: C[C@H](N)CO.O

Here are the natural (NBO) charges for atoms 1 to 5, given in e: C -0.072; O -0.734; C -0.059; C -0.632; N -0.807

In the order shown, the computed HOMO level values come out to -9.74; -7.97; -8.80; -9.66 eV.
In the order shown, the computed energy relative to the best compared isomer or geometry (same formula, charge and spin) values come out to 1.156; 1.767; 1.536; 1.578 eV.